Record 1
Molecular formula: C38H40CaCl2N7O2S
Method: DFT, the ωB97M-V functional and the def2-TZVPD basis

The geometry in ORCA input format:
```
! RIJCOSX wB97M-V def2-TZVPD def2/J DEFGRID3
* xyz -1 1
Ca -6.863 -12.466 -12.990
C -5.889 -12.147 -16.178
C -6.007 -13.665 -16.271
N -7.034 -14.141 -15.249
C -6.953 -15.517 -14.790
C -5.784 -15.781 -13.938
C -5.169 -17.038 -13.862
C -4.087 -17.253 -13.020
C -3.642 -16.172 -12.237
C -4.285 -14.922 -12.379
C -3.813 -13.775 -11.513
N -4.409 -12.440 -11.912
C -3.577 -11.735 -13.006
C -3.984 -12.121 -14.457
N -5.297 -11.673 -14.897
N -5.364 -14.768 -13.161
H -6.843 -11.630 -16.323
H -5.244 -11.751 -16.992
H -5.049 -14.214 -16.167
H -6.433 -13.956 -17.257
H -7.945 -13.991 -15.662
H -6.926 -16.217 -15.645
H -7.858 -15.764 -14.233
H -5.584 -17.866 -14.433
H -3.597 -18.247 -12.964
H -2.822 -16.246 -11.509
H -2.730 -13.795 -11.683
H -3.986 -13.997 -10.421
H -4.289 -11.794 -11.127
H -2.482 -11.880 -12.876
H -3.752 -10.679 -12.881
H -3.908 -13.216 -14.540
H -3.175 -11.789 -15.103
H -5.400 -10.656 -14.821
Cl -7.428 -15.018 -11.026
C -8.739 -14.753 -9.847
C -9.066 -15.804 -9.010
C -10.117 -15.660 -8.106
C -10.769 -14.443 -7.961
C -10.472 -13.332 -8.809
Cl -11.453 -11.947 -8.594
C -9.437 -13.480 -9.823
S -9.071 -12.190 -10.900
H -8.561 -16.743 -9.171
H -10.390 -16.524 -7.492
H -11.572 -14.253 -7.241
C -5.795 -9.065 -10.609
C -5.364 -8.208 -11.749
C -5.101 -6.803 -11.675
C -4.946 -6.378 -12.976
C -4.989 -7.539 -13.799
C -4.941 -7.626 -15.277
N -5.255 -8.654 -13.027
H -6.114 -8.403 -9.772
H -4.942 -9.695 -10.267
H -6.686 -9.645 -10.924
H -4.935 -6.252 -10.752
H -4.821 -5.367 -13.333
H -4.694 -6.631 -15.686
H -5.933 -7.993 -15.606
H -4.168 -8.326 -15.683
O -8.083 -10.169 -13.089
C -8.883 -10.522 -13.971
N -10.010 -9.910 -14.421
C -10.653 -10.673 -15.525
C -9.750 -11.958 -15.414
O -9.859 -12.927 -16.179
N -8.750 -11.792 -14.491
C -12.123 -11.058 -15.291
C -13.119 -10.410 -16.002
C -14.465 -10.716 -15.785
C -14.821 -11.704 -14.884
C -13.811 -12.325 -14.129
C -12.485 -12.017 -14.367
C -10.374 -10.041 -16.902
C -10.831 -10.833 -17.974
C -10.776 -10.307 -19.268
C -10.284 -9.012 -19.486
C -9.828 -8.283 -18.406
C -9.813 -8.812 -17.115
H -10.227 -8.946 -14.149
H -12.872 -9.649 -16.707
H -15.183 -10.184 -16.392
H -15.882 -11.885 -14.698
H -14.016 -13.119 -13.392
H -11.742 -12.506 -13.741
H -11.204 -11.827 -17.715
H -11.082 -10.964 -20.095
H -10.318 -8.612 -20.486
H -9.533 -7.242 -18.532
H -9.383 -8.202 -16.308
*
```

Summary:
F_max = 0.065 hartree/bohr
HOMO energy = -2.716 eV
LUMO = 1.9 eV
electronic energy = -108905.631 eV

For reference, the Löwdin charges in units of e are:
1 Ca 1.183
2 C -0.195
3 C -0.161
4 N -0.089
5 C -0.189
6 C -0.291
7 C -0.027
8 C -0.054
9 C -0.021
10 C -0.289
11 C -0.154
12 N -0.089
13 C -0.160
14 C -0.230
15 N -0.121
16 N 0.060
17 H 0.108
18 H 0.118
19 H 0.112
20 H 0.122
21 H 0.072
22 H 0.125
23 H 0.132
24 H 0.113
25 H 0.116
26 H 0.117
27 H 0.108
28 H 0.142
29 H 0.092
30 H 0.117
31 H 0.081
32 H 0.091
33 H 0.109
34 H 0.098
35 Cl 0.659
36 C -0.624
37 C -0.158
38 C -0.134
39 C -0.142
40 C -0.715
41 Cl 0.649
42 C -0.759
43 S 0.501
44 H 0.087
45 H 0.093
46 H 0.088
47 C -0.083
48 C -0.440
49 C -0.142
50 C -0.146
51 C -0.433
52 C -0.110
53 N 0.052
54 H 0.073
55 H 0.048
56 H 0.048
57 H 0.067
58 H 0.062
59 H 0.062
60 H 0.055
61 H 0.056
62 O -0.095
63 C -0.615
64 N 0.164
65 C -0.226
66 C -0.433
67 O 0.003
68 N 0.052
69 C -0.140
70 C -0.031
71 C -0.087
72 C -0.095
73 C -0.071
74 C -0.022
75 C -0.166
76 C -0.034
77 C -0.074
78 C -0.104
79 C -0.094
80 C -0.030
81 H 0.167
82 H 0.107
83 H 0.096
84 H 0.097
85 H 0.110
86 H 0.127
87 H 0.120
88 H 0.102
89 H 0.091
90 H 0.102
91 H 0.121

Record 2
Molecular formula: C5H15N3
Method: DFT, the ωB97M-V functional and the def2-TZVPD basis

The geometry in ORCA input format:
```
! RIJCOSX wB97M-V def2-TZVPD def2/J DEFGRID3
* xyz 1 2
C 1.312 -0.319 0.108
C 1.129 -1.708 -0.492
C 0.943 -1.615 -2.005
N 2.294 -2.565 -0.233
H 0.434 0.336 -0.010
H 1.570 -0.325 1.176
H 2.144 0.198 -0.382
H 0.267 -2.187 -0.026
H 0.651 -2.584 -2.398
H 0.217 -0.861 -2.306
H 1.910 -1.369 -2.441
H 2.250 -2.992 0.683
H 3.147 -2.017 -0.247
C -2.969 0.903 0.924
N -2.139 2.052 1.252
C -1.094 2.427 0.520
N -0.106 3.015 1.148
H -4.009 1.094 1.174
H -2.887 0.694 -0.138
H -2.595 0.063 1.508
H -1.977 2.257 2.245
H -1.113 2.205 -0.542
H 0.620 3.297 0.483
*
```

Summary:
F_max = 0.032 hartree/bohr
<S²> = 0.78
HOMO energy (alpha / beta) = -11.954 / -11.890 eV
LUMO (alpha / beta) = -4.2 / -8.5 eV
electronic energy = -9889.469 eV

For reference, the natural (NBO) charges in units of e are:
1 C -0.615
2 C -0.056
3 C -0.608
4 N -0.818
5 H 0.152
6 H 0.216
7 H 0.211
8 H 0.182
9 H 0.232
10 H 0.188
11 H 0.214
12 H 0.364
13 H 0.354
14 C -0.445
15 N -0.270
16 C 0.241
17 N -0.350
18 H 0.265
19 H 0.241
20 H 0.265
21 H 0.442
22 H 0.219
23 H 0.376

Record 3
Molecular formula: C5H10NO
Method: DFT, the ωB97M-V functional and the def2-TZVPD basis

The geometry in ORCA input format:
```
! RIJCOSX wB97M-V def2-TZVPD def2/J DEFGRID3
* xyz -1 1
N 2.565 -2.069 -1.324
C 1.545 -0.979 -1.386
C 0.560 -0.770 -0.508
C -0.368 0.401 -0.807
C -0.817 1.408 0.287
C -1.744 0.693 1.323
O -1.774 1.271 2.555
H 3.297 -1.906 -0.691
H 2.977 -2.030 -2.272
H 1.617 -0.249 -2.169
H 0.046 -1.205 0.363
H -1.272 -0.095 -1.235
H 0.052 0.968 -1.592
H 0.014 1.802 0.885
H -1.354 2.187 -0.231
H -2.720 0.688 0.873
H -1.479 -0.362 1.449
*
```

Summary:
F_max = 0.068 hartree/bohr
HOMO energy = -1.996 eV
SMILES = N/C=C/CCC[O-]
LUMO = 3.4 eV
electronic energy = -8882.622 eV

For reference, the natural (NBO) charges in units of e are:
1 N -0.845
2 C -0.081
3 C -0.207
4 C -0.414
5 C -0.431
6 C -0.022
7 O -0.976
8 H 0.356
9 H 0.341
10 H 0.164
11 H 0.235
12 H 0.185
13 H 0.170
14 H 0.198
15 H 0.179
16 H 0.076
17 H 0.072

Record 4
Molecular formula: C32H40IrN4O2S
Method: DFT, the ωB97M-V functional and the def2-TZVPD basis

The geometry in ORCA input format:
```
! RIJCOSX wB97M-V def2-TZVPD def2/J DEFGRID3
* xyz 1 1
Ir -0.423 -0.348 0.331
C -0.003 2.115 3.987
C -0.960 0.930 4.054
C -1.488 0.770 5.476
C -2.125 1.136 3.087
N -0.196 -0.304 3.822
N 0.468 -0.364 2.534
H -0.458 2.988 4.458
H 0.227 2.386 2.953
H 0.926 1.892 4.517
H -2.115 1.623 5.737
H -0.670 0.699 6.193
H -2.100 -0.132 5.564
H -2.576 2.119 3.250
H -2.899 0.380 3.246
H -1.808 1.070 2.045
H -0.808 -1.113 3.872
H 0.963 -1.255 2.552
H 1.221 0.319 2.616
O 1.899 -0.672 0.203
S 3.059 -0.616 -0.770
C 2.653 -1.749 -2.071
C 1.672 -2.700 -1.850
C 1.404 -3.625 -2.856
C 2.118 -3.595 -4.042
C 3.113 -2.640 -4.240
C 3.389 -1.713 -3.253
C 2.911 0.934 -1.604
C 3.846 1.908 -1.286
C 3.736 3.169 -1.867
C 2.698 3.436 -2.745
C 1.763 2.449 -3.061
C 1.867 1.192 -2.496
H 1.124 -2.709 -0.915
H 0.637 -4.373 -2.708
H 1.909 -4.321 -4.816
H 3.671 -2.618 -5.167
H 4.160 -0.967 -3.404
H 4.654 1.684 -0.600
H 4.471 3.931 -1.642
H 2.612 4.418 -3.194
H 0.959 2.670 -3.751
H 1.156 0.413 -2.742
C -2.546 -2.552 -2.378
C -2.496 -2.177 -0.885
C -3.926 -1.900 -0.379
C -1.753 -0.860 -0.777
C -1.886 -3.318 -0.072
C -0.976 -3.105 0.955
C -0.450 -4.143 1.714
C -0.841 -5.446 1.454
C -1.751 -5.687 0.434
C -2.267 -4.639 -0.314
H -2.806 -1.682 -2.983
H -3.305 -3.313 -2.562
H -1.588 -2.940 -2.723
H -4.399 -1.110 -0.966
H -3.916 -1.598 0.669
H -4.525 -2.807 -0.473
H -2.167 -0.166 -1.528
H -0.662 -2.093 1.223
H 0.256 -3.941 2.511
H -0.444 -6.264 2.041
H -2.060 -6.701 0.216
H -2.978 -4.863 -1.099
N 0.595 6.635 0.270
C 0.151 5.848 -0.737
O -0.104 6.239 -1.854
C 0.007 4.373 -0.420
C -1.067 3.692 -0.960
C -1.168 2.330 -0.752
N -0.242 1.645 -0.068
C 0.805 2.303 0.444
C 0.955 3.672 0.303
H 0.653 7.626 0.103
H 0.657 6.299 1.214
H -1.811 4.213 -1.548
H -1.990 1.752 -1.148
H 1.555 1.706 0.942
H 1.833 4.153 0.715
*
```

Summary:
F_max = 0.049 hartree/bohr
HOMO energy = -10.249 eV
LUMO = -2.8 eV
electronic energy = -57555.193 eV

For reference, the Löwdin charges in units of e are:
1 Ir 1.088
2 C -0.041
3 C -0.639
4 C -0.045
5 C -0.053
6 N -0.044
7 N -0.071
8 H 0.093
9 H 0.050
10 H 0.094
11 H 0.091
12 H 0.088
13 H 0.086
14 H 0.090
15 H 0.086
16 H 0.016
17 H 0.116
18 H 0.088
19 H 0.073
20 O -0.638
21 S 1.072
22 C -0.392
23 C -0.066
24 C -0.063
25 C -0.061
26 C -0.059
27 C -0.076
28 C -0.409
29 C -0.083
30 C -0.066
31 C -0.056
32 C -0.052
33 C -0.071
34 H 0.083
35 H 0.108
36 H 0.112
37 H 0.113
38 H 0.120
39 H 0.114
40 H 0.114
41 H 0.117
42 H 0.119
43 H 0.121
44 C -0.036
45 C -0.557
46 C -0.025
47 C -0.271
48 C -0.181
49 C -0.071
50 C -0.064
51 C -0.073
52 C -0.057
53 C -0.023
54 H 0.088
55 H 0.083
56 H 0.078
57 H 0.092
58 H 0.088
59 H 0.092
60 H 0.036
61 H 0.021
62 H 0.108
63 H 0.110
64 H 0.112
65 H 0.115
66 N 0.190
67 C -0.501
68 O 0.087
69 C -0.122
70 C 0.034
71 C -0.082
72 N -0.104
73 C -0.138
74 C 0.006
75 H 0.123
76 H 0.107
77 H 0.135
78 H 0.101
79 H 0.100
80 H 0.130